(1)
C27H35N5Na as an isolated structure, computed with ωB97M-V/def2-TZVPD.

## Properties
**Energy**: -1485.93354 a.u.
**ΔE to the lowest compared entry with this formula, charge and spin**: 0.0000 eV
**Net charge**: -1
**Frontier orbital gap**: 5.5 eV

CARTESIAN COORDINATES (ANGSTROEM)
Na  0.1375  0.2216  -1.0798
C  1.9708  0.6656  2.0893
C  3.3040  0.4680  1.3525
C  3.2326  0.0822  -0.1368
N  2.2779  0.8772  -0.8746
C  2.5099  2.1259  -1.1534
C  3.8011  2.7362  -1.0278
C  4.2253  4.0482  -1.0258
C  3.5028  5.2350  -1.0382
C  2.1134  5.2937  -1.1174
C  1.1829  4.3111  -1.3640
C  1.3077  2.9062  -1.6709
N  0.3734  2.2127  -2.2420
C  -0.8365  2.8479  -2.7193
C  -2.0340  2.7392  -1.7560
C  -2.6789  1.3414  -1.6285
N  -2.0317  0.5104  -0.6384
C  -2.5299  0.2388  0.5246
C  -3.7949  0.7577  0.9774
C  -4.5768  0.5092  2.0791
C  -4.3815  -0.3274  3.1772
C  -3.2235  -1.0542  3.4000
C  -2.0512  -1.1517  2.6736
C  -1.6237  -0.6207  1.4138
N  -0.4360  -0.8359  0.9254
C  0.5931  -1.5055  1.6862
C  1.2987  -0.5769  2.6810
H  1.2662  1.1874  1.4381
H  2.1612  1.3506  2.9212
H  3.9045  -0.2856  1.8785
H  3.8598  1.4067  1.4187
H  2.9207  -0.9633  -0.2298
H  4.2510  0.1218  -0.5500
H  4.6030  2.0171  -0.9051
H  5.3045  4.1615  -0.9421
H  4.0468  6.1646  -0.9255
H  1.6820  6.2837  -0.9817
H  0.1600  4.6655  -1.3632
H  -1.1209  2.3444  -3.6516
H  -0.6888  3.9039  -2.9772
H  -2.8013  3.4305  -2.1230
H  -1.7437  3.0917  -0.7616
H  -2.5602  0.8379  -2.5968
H  -3.7603  1.4485  -1.4871
H  -4.2243  1.4869  0.3042
H  -5.5104  1.0688  2.0867
H  -5.1664  -0.3797  3.9215
H  -3.2121  -1.6331  4.3218
H  -1.3034  -1.7635  3.1617
H  1.3366  -1.8720  0.9690
H  0.2358  -2.3962  2.2280
H  2.0447  -1.1601  3.2369
H  0.5530  -0.2485  3.4111
C  -0.7814  -5.4608  -2.1818
C  -0.4816  -4.3972  -1.1219
C  0.7334  -4.8105  -0.2833
C  -1.7002  -4.1666  -0.2153
C  -0.1852  -3.1146  -1.7838
N  0.0374  -2.0756  -2.2162
H  -1.0195  -6.4023  -1.6838
H  0.0790  -5.6208  -2.8325
H  -1.6325  -5.1711  -2.7983
H  0.5225  -5.7713  0.1906
H  0.9347  -4.0758  0.4935
H  1.6237  -4.9169  -0.9041
H  -1.9260  -5.0902  0.3219
H  -2.5736  -3.8788  -0.8004
H  -1.5010  -3.3729  0.5054

Forces on atoms 1 to 2 (eV/Å):
0.1 -0.5 -0.3
0.0 0.1 0.0

(2)
One molecule with the formula C27H35N5O in a non-equilibrium geometry, computed with ωB97M-V/def2-TZVPD.

## Properties
**Energy**: -1398.91905 a.u.
**ΔE to the lowest compared entry with this formula, charge and spin**: 0.0000 eV
**Frontier orbital gap**: 8.0 eV

CARTESIAN COORDINATES (ANGSTROEM)
C  4.2060  1.9220  -4.1290
C  4.2938  0.7682  -3.1737
C  5.5359  0.3363  -2.7187
C  5.6124  -0.7367  -1.8528
C  4.4698  -1.3854  -1.4215
C  3.2112  -0.9714  -1.8628
N  2.0369  -1.6257  -1.5123
C  0.9131  -0.8442  -1.0392
C  -0.3978  -1.5485  -1.3731
C  -0.4440  -2.9435  -0.7204
N  -0.5250  -2.9873  0.7242
C  -1.8100  -2.7473  1.3376
C  -2.3940  -1.3759  1.1649
C  -1.8555  -0.1194  1.4317
C  -0.5189  0.0972  2.0243
O  0.0501  -0.8443  2.5762
N  0.0814  1.3000  1.9165
C  -0.4345  2.4960  1.2953
C  -0.5939  3.6007  2.3411
C  0.7414  3.8669  3.0306
C  1.2790  2.5680  3.6247
C  1.3749  1.4976  2.5391
N  -2.7414  0.8555  1.1031
C  -3.8109  0.2453  0.6383
C  -5.0166  0.8080  0.1685
C  -5.1577  2.2939  0.1673
C  -5.9889  -0.0501  -0.2661
C  -5.7828  -1.4469  -0.2447
C  -4.6164  -1.9715  0.2121
N  -3.6369  -1.1387  0.6512
C  0.8128  -3.7020  -1.1680
C  2.0935  -2.9201  -0.8693
C  3.1545  0.1118  -2.7483
H  4.6985  2.7995  -3.7117
H  4.7059  1.6752  -5.0652
H  3.1707  2.1735  -4.3463
H  6.4335  0.8399  -3.0464
H  6.5761  -1.0707  -1.4947
H  4.5656  -2.2030  -0.7247
H  0.9866  -0.7060  0.0519
H  0.9300  0.1456  -1.4950
H  -0.4709  -1.6714  -2.4557
H  -1.2364  -0.9341  -1.0432
H  -1.3274  -3.4785  -1.0977
H  0.1678  -2.3965  1.1706
H  -1.6740  -2.9284  2.4093
H  -2.5101  -3.4939  0.9482
H  0.2841  2.8188  0.5301
H  -1.3936  2.2777  0.8301
H  -1.3331  3.2818  3.0780
H  -0.9623  4.5061  1.8569
H  1.4562  4.2559  2.3009
H  0.6196  4.6173  3.8140
H  0.6053  2.2176  4.4092
H  2.2643  2.7258  4.0657
H  2.0924  1.8076  1.7694
H  1.6941  0.5433  2.9616
H  -4.8554  2.6939  1.1324
H  -4.4986  2.7271  -0.5841
H  -6.1818  2.5859  -0.0483
H  -6.9280  0.3365  -0.6305
H  -6.5605  -2.1067  -0.5929
H  -4.4244  -3.0321  0.2449
H  0.7532  -3.8797  -2.2431
H  0.8536  -4.6624  -0.6543
H  2.2228  -2.8289  0.2206
H  2.9387  -3.4779  -1.2765
H  2.1959  0.4325  -3.1305

Forces on atoms 1 to 2 (eV/Å):
0.0 0.0 0.0
0.0 0.0 0.1

(3)
C27H36ClEuO3P2Si as an isolated structure in a non-equilibrium geometry, computed with ωB97M-V/def2-TZVPD.

## Properties
**2S+1**: 7
**Energy**: -3418.40964 a.u.
**Net charge**: +2
**Frontier orbital gap (alpha / beta)**: 3.7 / 6.1 eV

CARTESIAN COORDINATES (ANGSTROEM)
C  4.8455  0.8247  -0.5999
C  3.4635  0.3961  -0.9956
H  5.4552  1.0317  -1.4869
H  5.3067  0.0036  -0.0299
H  4.8312  1.7389  -0.0062
O  3.1616  -0.2832  -1.9519
Cl  2.2573  0.8207  0.2070
Eu  -1.2336  -0.4462  0.5623
P  0.7023  -2.6339  -0.2032
C  0.3985  -4.0003  -1.3689
C  2.5056  -2.8776  0.0120
H  2.7022  -3.9039  0.3578
H  0.7528  -4.2570  1.5861
H  2.8941  -2.1370  0.7246
H  0.2359  -2.6565  2.2084
H  0.6948  -3.6451  -2.3634
H  2.9872  -2.6983  -0.9557
C  0.1186  -3.3815  1.3826
H  0.9996  -4.8795  -1.1103
H  -0.9345  -3.6960  1.3381
H  -0.6607  -4.2729  -1.4017
P  -0.7562  2.6324  -0.4156
C  -1.7853  3.4819  -1.6819
C  -1.5618  3.2084  1.1343
H  1.4524  3.4379  0.2525
H  0.3717  4.8079  -0.1835
H  1.1112  3.7793  -1.4549
C  0.6801  3.7864  -0.4458
H  -0.8248  3.1616  1.9480
H  -1.9075  4.2429  1.0162
H  -1.9313  4.5461  -1.4449
H  -2.7564  2.9744  -1.7574
H  -2.4029  2.5464  1.3932
H  -1.2749  3.3948  -2.6516
C  -1.0172  -0.6955  -1.9654
O  -1.0376  -0.8246  -3.1041
O  -3.1573  0.1491  1.5125
Si  -4.3914  -0.8896  1.6315
C  -4.5893  -1.4815  3.3822
C  -4.0403  -0.6993  4.4034
C  -3.9387  -1.1882  5.7088
C  -4.4133  -2.4705  6.0044
C  -5.0550  -3.2255  5.0110
C  -5.1647  -2.7187  3.7055
C  -5.9362  -0.0735  0.9739
C  -5.8187  1.1524  0.3011
C  -6.9554  1.8055  -0.2005
C  -8.2246  1.2324  -0.0215
C  -8.3429  0.0008  0.6342
C  -7.2034  -0.6498  1.1262
C  -3.9423  -2.3619  0.5428
C  -3.9571  -2.1886  -0.8542
C  -3.5484  -3.2201  -1.6986
C  -3.1518  -4.4554  -1.1837
C  -3.1060  -4.6235  0.1980
C  -3.4700  -3.5834  1.0612
H  -3.6610  0.2931  4.1795
H  -3.4772  -0.5820  6.4836
H  -4.2901  -2.8841  7.0033
H  -5.4593  -4.2154  5.2383
H  -5.6709  -3.3109  2.9326
H  -4.8331  1.6040  0.1668
H  -6.8477  2.7547  -0.7352
H  -9.1113  1.7384  -0.4095
H  -9.3223  -0.4651  0.7608
H  -7.2943  -1.6087  1.6384
H  -4.2825  -1.2510  -1.3092
H  -3.5435  -3.0624  -2.7747
H  -2.9138  -5.2809  -1.8577
H  -2.8190  -5.6030  0.5964
H  -3.4296  -3.7402  2.1422

Forces on atoms 1 to 2 (eV/Å):
0.2 0.5 -0.2
0.9 -2.1 -2.6

(4)
C27H36F3GeO2PdSb as an isolated structure, computed with ωB97M-V/def2-TZVPD.

## Properties
**Energy**: -3945.42027 a.u.
**ΔE to the lowest compared entry with this formula, charge and spin**: 1.6322 eV
**Frontier orbital gap (alpha / beta)**: 6.9 / 7.0 eV

CARTESIAN COORDINATES (ANGSTROEM)
Pd  -0.5165  -0.9389  0.3434
C  -3.3084  -3.5763  -2.4417
C  -1.9996  -3.3230  -1.7280
O  -1.6877  -1.9360  -1.6851
H  -3.5222  -4.6470  -2.4903
H  -3.2723  -3.1829  -3.4582
H  -4.1365  -3.0963  -1.9155
H  -1.1750  -3.7989  -2.2552
H  -2.0295  -3.7325  -0.7116
H  -2.4231  -1.4807  -1.2280
F  -0.3290  8.0146  1.5094
C  -0.3444  6.7020  1.2076
C  -1.4640  5.9646  1.5188
C  -1.4669  4.6087  1.2020
C  -0.3713  4.0100  0.5842
C  0.7479  4.7977  0.2925
C  0.7681  6.1494  0.5998
Sb  -0.4017  1.9111  0.1834
C  1.5447  1.5563  1.0131
C  1.9585  2.1942  2.1841
C  3.1570  1.8590  2.8007
C  3.9332  0.8661  2.2373
F  5.0947  0.5334  2.8347
C  3.5651  0.2065  1.0842
C  2.3639  0.5652  0.4830
C  0.1550  2.0284  -1.8882
C  -0.0039  3.2195  -2.6017
C  0.2499  3.2906  -3.9656
C  0.6551  2.1448  -4.6172
F  0.9011  2.2019  -5.9420
C  0.8027  0.9400  -3.9630
C  0.5375  0.8933  -2.6004
H  -2.3074  6.4428  1.9980
H  -2.3446  4.0202  1.4439
H  1.6187  4.3548  -0.1777
H  1.6243  6.7734  0.3809
H  1.3483  2.9717  2.6303
H  3.4936  2.3530  3.7024
H  4.2098  -0.5590  0.6719
H  2.0879  0.0733  -0.4417
H  -0.3281  4.1212  -2.0989
H  0.1372  4.2136  -4.5185
H  1.0986  0.0575  -4.5139
H  0.6168  -0.0740  -2.1104
C  3.1638  -3.9155  1.3942
Ge  1.6526  -3.5390  0.2349
C  0.8093  -5.2190  -0.2500
C  2.2977  -2.7647  -1.4285
C  0.4042  -2.4624  1.2968
H  3.9086  -4.5230  0.8769
H  2.8252  -4.4587  2.2778
H  3.6349  -2.9883  1.7261
H  1.5771  -5.9253  -0.5717
H  0.1070  -5.0824  -1.0688
H  0.2742  -5.6538  0.5957
H  2.9942  -3.4794  -1.8731
H  2.8232  -1.8227  -1.3096
H  1.4707  -2.6210  -2.1287
H  0.8847  -1.9452  2.1326
H  -0.3722  -3.1207  1.6905
C  -2.4530  -0.9402  2.9106
C  -3.2157  -0.5318  1.6644
C  -4.5859  -1.1892  1.6154
O  -2.5158  -0.8441  0.4893
H  -3.0555  -0.7790  3.8076
H  -1.5300  -0.3666  3.0127
H  -2.1911  -1.9996  2.8536
H  -3.3570  0.5607  1.7045
H  -4.4722  -2.2764  1.5800
H  -5.1299  -0.8760  0.7227
H  -5.1867  -0.9301  2.4913

Forces on atoms 1 to 2 (eV/Å):
0.8 0.1 0.2
-0.1 -0.1 -0.1